Formula: C76H209N19O19
Source: OMol25
Level of theory: ωB97M-V/def2-TZVPD

Output
E_tot: -149402.904 eV
energy above the lowest of the compared OMol25 structures with the same formula, charge and spin: 298.92 kJ/mol
frontier orbital gap: 9.44 eV
multiplicity: 1

XYZ file:
```
323
Properties=species:S:1:pos:R:3:forces:R:3:lowdin_charge:R:1
C 2.8082 7.4662 2.0569 -0.95 0.71 0.38 -0.064
C 1.8569 6.8984 1.0354 -0.14 0.56 -0.65 -0.419
C 1.5184 8.0239 -0.0024 -0.14 -0.42 0.59 -0.186
O 0.8222 9.1743 0.4511 0.13 -0.07 -0.02 -0.174
C -0.5843 9.1671 0.3269 0.84 -1.91 -0.49 -0.092
N 2.5145 5.7864 0.3646 0.32 -0.31 -0.39 0.058
H 2.3086 8.2744 2.6311 0.30 -0.77 0.10 0.097
H 3.6327 7.9443 1.5820 0.75 0.39 -0.70 0.065
H 3.2506 6.6694 2.6208 -0.10 -0.29 0.89 0.052
H 0.9893 6.4555 1.5251 -0.37 0.35 0.00 0.111
H 1.1178 7.5523 -0.9031 -0.57 0.19 -0.08 0.110
H 2.4769 8.4211 -0.2731 0.75 0.13 -0.35 0.114
H -0.8918 9.1072 -0.7260 -0.06 -0.32 0.19 0.097
H -0.9660 10.0417 0.7278 -0.46 2.00 0.72 0.058
H -0.9890 8.3743 0.9566 -0.35 -0.42 -0.36 0.081
H 3.3884 6.1002 -0.0139 1.00 0.36 0.38 0.044
H 2.0875 5.5176 -0.5119 -0.90 -0.12 0.00 0.026
C -3.6188 4.5266 2.6545 -0.08 0.77 0.05 -0.055
C -2.4323 5.5042 2.7922 -0.41 -1.02 -0.21 -0.434
C -2.5704 6.3902 4.0089 -0.03 0.97 0.38 -0.209
O -3.8399 7.0036 3.9620 0.11 0.44 -0.12 -0.206
C -4.2286 7.7905 5.0736 2.73 -0.79 0.89 -0.099
N -1.1636 4.7807 2.8312 -0.02 0.14 0.22 0.055
H -3.6257 3.8297 3.4579 0.21 -0.61 0.96 0.059
H -3.5799 3.8867 1.7498 -0.17 0.86 0.14 0.065
H -4.5424 5.1210 2.7913 0.30 -0.44 -0.71 0.086
H -2.4627 6.1046 1.8914 -0.13 0.75 -0.17 0.112
H -1.7717 7.1747 4.0039 -0.29 -0.43 0.00 0.134
H -2.5118 5.8631 4.9690 0.32 -0.41 -0.18 0.129
H -5.2518 7.8279 4.9321 -2.08 0.89 0.20 0.062
H -3.6824 8.7511 5.2105 -0.54 -0.19 -0.81 0.095
H -3.9939 7.3009 6.0482 -0.32 -0.29 -0.53 0.092
H -1.0566 4.3441 1.9075 0.62 0.08 0.47 0.032
H -0.4123 5.4594 3.0090 -0.21 -0.50 -0.44 0.064
C -3.8090 -3.1711 3.6332 0.93 1.96 1.16 -0.041
C -4.6214 -3.2875 4.9777 2.58 -1.17 -0.06 -0.432
C -4.0137 -2.2488 5.9386 0.36 -0.54 0.39 -0.185
O -2.7157 -2.7213 6.3872 -0.41 0.91 0.07 -0.216
C -2.1001 -1.8549 7.3677 -1.53 0.72 -0.82 -0.100
N -6.0061 -3.0282 4.7650 -1.13 0.20 -0.10 0.055
H -2.7839 -3.5430 3.7331 -0.18 -0.18 0.50 0.050
H -3.6131 -2.0559 3.3808 -0.78 -1.73 0.06 0.090
H -4.1795 -3.7284 2.8057 -0.87 -0.24 -0.73 0.042
H -4.4127 -4.3342 5.3917 -0.23 1.23 -0.29 0.140
H -4.6644 -2.0963 6.8349 0.30 0.09 -0.62 0.131
H -3.9166 -1.3309 5.3207 0.02 -0.04 0.76 0.116
H -2.6661 -1.9003 8.3233 0.50 -0.14 -0.35 0.088
H -2.1250 -0.7761 7.0413 0.03 -0.90 0.09 0.096
H -1.0689 -2.1484 7.4581 0.26 -0.27 0.23 0.069
H -6.3318 -3.6667 4.0507 -0.19 0.06 -0.15 0.045
H -6.5815 -3.2439 5.5840 0.39 0.15 -0.18 0.096
C 3.3923 3.2986 4.0138 -0.42 0.25 1.09 -0.042
C 2.1696 2.4877 3.4982 0.95 -0.57 0.29 -0.442
C 2.5671 1.0568 3.1571 0.92 0.55 -1.34 -0.182
O 3.7159 1.1528 2.3603 0.73 1.48 -0.73 -0.223
C 4.3958 0.0427 1.9201 0.96 -0.49 -0.13 -0.137
N 1.0413 2.3131 4.3624 -0.99 1.06 1.98 0.038
H 3.0443 4.3011 4.3607 0.16 -0.62 -0.19 0.076
H 4.1091 3.4716 3.2069 -0.03 -0.24 0.20 0.036
H 3.9148 2.8151 4.9058 -0.64 0.39 -1.19 0.100
H 1.7741 2.9962 2.6400 0.04 0.17 -0.82 0.119
H 1.8388 0.5822 2.4826 -0.47 -0.32 1.11 0.128
H 2.8817 0.5792 4.0804 -0.72 -0.70 0.34 0.132
H 5.0031 0.3899 1.0593 -0.21 -0.35 0.33 0.088
H 3.7682 -0.7885 1.5899 -0.13 0.09 0.15 0.053
H 5.0907 -0.3381 2.6898 -0.10 -0.05 -0.08 0.098
H 1.3146 2.2096 5.3543 0.03 -0.18 -0.74 0.088
H 0.4750 3.1680 4.3675 -0.03 -0.40 -0.18 0.058
C -4.6156 2.9283 -1.7209 -1.72 -0.60 -1.17 -0.050
C -5.5714 4.0976 -1.6469 -0.03 0.28 0.31 -0.404
C -6.2345 4.2906 -0.2531 -1.01 -0.13 -1.91 -0.182
O -6.9006 3.1125 0.1182 0.52 -0.86 -0.23 -0.237
C -8.0405 3.1167 0.9528 0.17 0.72 -0.12 -0.087
N -4.7778 5.3156 -1.9638 -1.33 -0.54 1.30 0.057
H -4.0952 2.9487 -2.7007 -0.51 -0.46 0.32 0.073
H -5.1884 1.9905 -1.5161 0.83 0.56 -0.33 0.090
H -3.8779 3.0955 -1.0101 1.51 -0.03 1.65 0.038
H -6.3814 3.9421 -2.3745 0.05 0.00 0.09 0.137
H -6.9735 5.0661 -0.4440 -0.15 0.52 0.39 0.122
H -5.4994 4.6283 0.4351 0.64 0.20 0.94 0.093
H -7.8743 3.7655 1.8322 -0.21 -0.27 -0.20 0.096
H -8.1846 2.0755 1.2781 -0.07 0.45 -0.04 0.079
H -8.9202 3.4716 0.3790 0.23 -0.13 0.38 0.093
H -4.1636 5.0219 -2.6716 1.08 -0.01 -1.17 0.032
H -5.3986 5.9912 -2.3653 -0.15 0.59 -0.19 0.068
C 3.2728 -3.2359 -3.7214 -0.62 -2.12 -0.34 -0.056
C 3.9471 -4.4055 -2.9977 1.92 0.64 0.41 -0.456
C 4.0586 -4.2071 -1.4675 -1.45 0.38 -0.05 -0.209
O 4.8396 -3.0548 -1.1693 0.35 -1.09 0.80 -0.192
C 5.1815 -3.0377 0.2319 -0.10 0.66 -1.19 -0.104
N 3.3856 -5.7162 -3.1526 -1.05 -0.13 0.44 0.045
H 2.2158 -3.2243 -3.3840 0.41 0.35 -0.56 0.075
H 3.4052 -3.4031 -4.8233 -0.53 0.30 0.88 0.095
H 3.8164 -2.3872 -3.4291 0.41 1.61 0.26 0.036
H 5.0105 -4.3979 -3.3653 -0.71 -0.31 0.34 0.148
H 4.4705 -5.1257 -1.0375 0.30 0.13 -0.04 0.118
H 2.9975 -4.1178 -0.9880 1.38 0.09 -0.74 0.141
H 4.2688 -3.1221 0.7693 -1.00 0.20 0.84 0.065
H 5.6220 -2.0463 0.3605 0.08 -0.31 0.39 0.070
H 5.8097 -3.8483 0.6441 0.17 0.14 -0.86 0.096
H 2.4019 -5.6046 -2.8733 0.29 -0.54 -0.48 0.058
H 3.4190 -6.0628 -4.0966 -0.11 0.08 -0.27 0.073
C -1.4020 5.2311 -0.8779 0.77 0.29 -1.86 -0.041
C -0.6826 3.8845 -1.0484 -0.57 -0.07 -1.33 -0.424
C 0.2913 3.8697 -2.2668 -0.36 0.66 0.59 -0.157
O 1.3054 4.8963 -2.1786 -1.17 -0.53 0.16 -0.232
C 2.1294 4.9008 -3.3031 0.70 -1.29 -1.32 -0.116
N -0.0358 3.5123 0.1775 1.45 -0.45 0.67 0.055
H -1.8332 5.5849 -1.8642 0.54 -0.41 0.98 0.095
H -0.6113 5.9563 -0.6029 -0.78 -0.03 0.29 0.067
H -2.2501 5.1487 -0.2147 0.08 0.18 0.52 0.051
H -1.4956 3.1347 -1.2704 0.87 0.38 0.06 0.119
H -0.2813 4.0475 -3.1606 -0.30 0.11 -0.60 0.098
H 0.7711 2.9008 -2.3772 0.18 -0.36 0.15 0.118
H 2.6615 5.8434 -3.3222 0.41 0.06 0.19 0.082
H 1.5876 4.8537 -4.2992 0.21 -0.13 1.14 0.113
H 2.8541 3.9997 -3.2835 -1.00 1.39 0.05 0.092
H 0.3510 2.5586 0.0752 -0.29 0.50 0.25 0.079
H 0.8066 4.1131 0.3216 -0.82 -0.52 -0.04 0.070
C 9.0129 -3.6580 1.8956 -0.22 -1.01 0.16 -0.054
C 8.1979 -2.4336 1.5802 1.07 2.08 -0.50 -0.457
C 8.6080 -1.1125 2.2338 1.23 -0.73 0.36 -0.252
O 8.3274 -1.0929 3.6038 1.28 0.87 1.18 -0.176
C 9.0777 -0.0107 4.2405 -1.08 -0.16 -1.22 -0.075
N 8.4367 -2.0851 0.1791 -0.67 -0.58 -1.37 0.022
H 8.7444 -4.4156 1.0915 0.92 0.70 0.93 0.098
H 8.7275 -4.1028 2.8458 -0.44 -0.04 0.13 0.071
H 10.0919 -3.4768 2.0631 -0.45 0.03 -0.92 0.090
H 7.1497 -2.5935 1.7346 -0.60 -0.26 0.60 0.090
H 8.1085 -0.3034 1.7480 -0.90 0.76 -0.43 0.098
H 9.6864 -0.8859 1.9824 -0.63 -0.62 0.54 0.142
H 8.7718 0.9274 3.7505 0.34 -0.07 -0.09 0.081
H 10.1672 -0.1379 4.1527 -0.35 -0.15 0.06 0.091
H 8.7512 0.1113 5.2576 0.01 -0.47 0.50 0.075
H 7.9589 -1.2176 -0.1101 0.24 -0.56 0.40 0.073
H 7.9843 -2.8248 -0.3658 0.37 0.31 -0.24 0.067
C -2.3488 -2.1393 0.1200 -0.46 1.50 0.98 -0.039
C -1.3707 -0.9440 0.2586 0.10 -0.02 -0.58 -0.384
C -0.0040 -1.3046 -0.3688 -2.03 1.04 -0.14 -0.201
O 0.7964 -0.1556 -0.2501 -1.00 0.01 0.23 -0.192
C 2.1175 -0.3732 -0.5656 1.12 0.20 -1.35 -0.121
N -2.0311 0.1993 -0.4048 -0.07 -0.32 -0.23 0.076
H -2.4782 -2.5198 -0.9145 0.09 0.39 0.59 0.081
H -3.3323 -1.8210 0.5985 1.02 -0.49 -0.84 0.085
H -1.9303 -2.8701 0.7714 0.10 -1.25 0.37 0.056
H -1.0611 -0.7280 1.3140 -0.86 -0.31 -0.48 0.111
H -0.1938 -1.6242 -1.3991 0.43 0.28 -0.37 0.107
H 0.4009 -2.1394 0.1636 0.50 -0.61 0.59 0.104
H 2.1960 -0.8671 -1.5825 0.20 0.66 0.74 0.105
H 2.6390 -1.0290 0.1417 -0.22 0.03 -0.04 0.064
H 2.5749 0.6426 -0.5474 0.13 -0.86 -0.20 0.101
H -2.8986 0.4403 0.0938 0.77 -0.04 -0.19 0.053
H -1.4596 1.0209 -0.5655 0.08 -0.15 0.44 0.044
C -2.6419 -8.8093 1.4078 0.38 0.05 -0.42 -0.049
C -2.0313 -7.6094 2.1006 0.22 -0.50 -0.49 -0.455
C -2.7343 -6.3452 1.6954 0.80 2.71 1.27 -0.256
O -2.7051 -6.2085 0.3241 -1.33 0.47 -2.07 -0.205
C -3.7924 -5.3701 -0.2150 1.76 -0.40 1.17 -0.057
N -2.1074 -7.8199 3.5226 -0.72 1.50 0.13 0.062
H -3.5853 -9.0698 1.8570 -0.58 0.00 0.05 0.062
H -1.9725 -9.6363 1.5711 0.26 -0.60 0.02 0.072
H -2.7346 -8.6729 0.3271 -0.12 0.08 0.25 0.086
H -0.9965 -7.5339 1.7428 0.12 0.09 0.00 0.130
H -2.2203 -5.3688 2.1177 -0.58 -1.74 -0.15 0.140
H -3.7403 -6.2919 2.0973 -0.50 -0.38 0.10 0.099
H -4.7638 -5.8256 -0.0931 -0.21 -0.65 -0.13 0.077
H -3.5386 -5.1438 -1.2494 -0.19 -0.05 0.06 0.073
H -3.8271 -4.4577 0.3845 0.10 0.30 -0.18 0.063
H -1.4495 -7.2422 4.0045 0.43 0.39 0.31 0.035
H -1.9897 -8.7487 3.8175 0.24 -1.36 0.10 0.051
C -1.8686 2.0483 -4.6740 -1.06 0.49 -0.32 -0.054
C -1.6745 0.5436 -4.6962 0.31 -0.72 -0.74 -0.461
C -0.2852 0.0438 -4.2665 0.41 0.14 -1.93 -0.151
O 0.6343 0.5307 -5.2910 -0.85 0.27 0.69 -0.199
C 2.0039 0.3536 -4.9848 -0.47 -0.85 0.03 -0.097
N -2.6516 -0.1900 -3.9455 -1.69 -0.10 1.07 0.038
H -1.9550 2.3152 -3.6020 0.24 0.36 -0.50 0.054
H -2.8751 2.2978 -5.1651 1.30 -0.32 0.70 0.100
H -1.0933 2.6247 -5.2220 -0.32 -0.43 0.56 0.084
H -1.8517 0.1491 -5.6816 0.49 0.24 -0.95 0.126
H -0.2147 -1.0506 -4.2926 -0.40 -0.01 0.07 0.107
H -0.0580 0.3365 -3.2438 0.42 0.54 0.23 0.110
H 2.2832 -0.7253 -5.0978 -0.01 0.68 0.18 0.089
H 2.0871 0.6404 -3.9341 0.83 0.10 0.03 0.063
H 2.6123 0.9616 -5.6769 -0.34 -0.14 0.50 0.084
H -2.5431 0.0340 -2.9722 0.16 -0.17 0.95 0.038
H -3.6271 0.1179 -4.1199 0.90 -0.13 -0.33 0.092
C -6.6350 -1.9217 -3.3613 -0.62 -0.33 1.43 -0.047
C -5.6830 -2.6694 -2.4371 2.16 0.92 -2.49 -0.414
C -6.3660 -3.7594 -1.7213 -1.87 -0.76 -0.75 -0.205
O -7.4088 -3.2006 -0.9472 -1.04 0.43 0.36 -0.202
C -8.6987 -3.7453 -1.0249 -0.01 -2.25 -1.32 -0.124
N -4.5713 -3.3080 -3.2475 -0.60 0.37 -0.59 0.053
H -7.4555 -1.6222 -2.7090 -0.23 0.49 -0.34 0.079
H -7.0323 -2.5957 -4.0846 -0.41 -0.71 -0.69 0.069
H -6.2294 -1.0910 -3.9026 0.49 0.56 0.02 0.066
H -5.2009 -1.9268 -1.8010 -0.02 -0.23 0.47 0.131
H -5.7564 -4.2387 -0.9993 0.91 -0.81 0.07 0.078
H -6.7565 -4.4718 -2.5411 0.42 0.62 1.37 0.165
H -9.3775 -3.2075 -0.4066 -0.33 0.78 0.38 0.068
H -8.7836 -4.8177 -0.6989 0.56 0.64 0.18 0.089
H -9.1080 -3.8404 -2.0682 0.42 0.70 0.56 0.096
H -5.0305 -3.7558 -4.0575 0.06 -0.28 0.66 0.072
H -4.0705 -2.5799 -3.7734 0.11 0.09 0.80 0.038
C -2.1713 -3.2658 -5.7033 0.56 1.44 -0.06 -0.064
C -1.0094 -4.0146 -5.1003 0.66 -0.23 1.60 -0.445
C -0.9945 -4.0025 -3.5607 -0.25 0.96 0.77 -0.177
O 0.1080 -4.7128 -2.9724 0.10 0.29 -2.25 -0.210
C -0.0502 -4.8194 -1.6165 0.19 -0.70 1.50 -0.131
N -1.0456 -5.4047 -5.5222 -0.10 0.17 -0.06 0.047
H -3.1297 -3.7042 -5.5374 -0.53 -0.74 0.15 0.053
H -1.9866 -3.1969 -6.7791 -0.22 0.02 -0.02 0.083
H -2.2421 -2.2294 -5.3106 0.23 -0.50 -0.19 0.055
H -0.0889 -3.4760 -5.3633 0.16 -0.11 -0.39 0.130
H -1.8922 -4.4824 -3.1794 -0.48 0.01 -0.05 0.106
H -0.9729 -2.9458 -3.1370 -0.14 -0.93 -0.69 0.121
H -0.9940 -5.3091 -1.3433 0.13 -0.13 0.06 0.086
H -0.0329 -3.8586 -1.1200 -0.08 0.53 0.14 0.057
H 0.8047 -5.3853 -1.2022 -0.43 0.01 -0.20 0.091
H -0.3526 -5.9622 -5.0235 -0.07 0.18 -0.58 0.074
H -0.9753 -5.4356 -6.5354 0.31 -0.48 0.30 0.075
C 1.1232 -5.0767 2.0549 2.36 -1.40 0.70 -0.048
C 1.3120 -4.9740 3.5582 -1.21 0.83 0.23 -0.401
C 0.5084 -3.8011 4.1651 -0.30 0.70 0.92 -0.180
O 0.5769 -2.6022 3.3852 1.59 -1.82 -0.96 -0.181
C -0.1738 -1.6406 3.9760 -2.40 2.09 -0.23 -0.156
N 0.7479 -6.1998 4.1508 0.42 -0.44 -0.12 0.027
H 1.7251 -5.9702 1.7589 -0.22 0.64 -0.18 0.098
H 1.4133 -4.2395 1.4598 0.27 0.70 -0.15 0.055
H 0.1457 -5.3528 1.8720 -2.30 -0.30 -0.53 0.030
H 2.3548 -4.8273 3.8209 0.34 0.04 -0.05 0.129
H 0.8367 -3.5581 5.2174 0.30 -0.23 -0.77 0.133
H -0.5635 -4.0167 4.3614 0.28 -0.46 -0.66 0.116
H -0.2196 -0.6420 3.4576 0.72 -1.10 -0.01 0.082
H 0.1878 -1.4286 4.9674 -0.10 0.08 0.84 0.082
H -1.2426 -1.9620 3.9615 0.46 0.21 0.62 0.083
H 0.6811 -6.1090 5.1592 0.18 -0.15 -0.02 0.077
H 1.3228 -7.0298 3.9267 -0.40 0.76 0.29 0.095
C -5.9495 0.1710 0.6960 0.57 0.51 -0.76 -0.043
C -5.6536 -0.3031 2.0695 -2.12 0.32 0.93 -0.423
C -4.7494 0.6282 2.7579 2.11 1.06 0.58 -0.187
O -3.4063 0.3247 2.3297 -0.95 -1.34 0.25 -0.220
C -2.4245 1.2217 2.7011 1.38 0.55 0.15 -0.133
N -6.8795 -0.2860 2.9621 0.81 -0.22 -0.46 0.064
H -6.6591 -0.4390 0.1940 -0.58 -0.95 -0.54 0.066
H -5.0170 0.1874 0.0817 -0.68 0.15 0.37 0.080
H -6.4074 1.1580 0.7349 0.47 0.05 -0.08 0.049
H -5.1846 -1.2601 2.0847 0.27 -0.99 -0.17 0.101
H -4.8238 0.5114 3.8425 0.07 -0.03 0.12 0.121
H -4.9662 1.6863 2.5251 -0.11 -0.25 0.01 0.133
H -2.1108 1.2952 3.7931 -0.70 -0.32 -1.07 0.118
H -2.7499 2.1648 2.3270 0.06 1.15 0.26 0.034
H -1.5273 1.0054 2.0922 -0.25 -0.10 0.55 0.070
H -7.6993 -0.7034 2.5521 -0.14 -0.03 -0.75 0.052
H -6.6424 -0.9649 3.6715 -0.02 -0.05 0.69 0.024
C -6.0704 -6.4079 4.5419 -0.10 0.14 -0.61 -0.057
C -7.0326 -6.9223 3.4783 -1.60 2.17 1.48 -0.450
C -7.7847 -5.7392 2.8061 -0.52 0.12 -0.17 -0.182
O -8.7306 -5.1571 3.6945 0.68 -0.40 1.03 -0.200
C -9.4970 -4.0226 3.3537 0.76 -0.35 0.03 -0.098
N -6.3997 -7.7195 2.5019 1.82 0.10 -0.27 0.068
H -6.5312 -5.8147 5.3545 0.10 -0.23 -0.73 0.095
H -5.2674 -5.8941 4.0406 0.43 0.61 0.01 0.053
H -5.6270 -7.2746 4.9628 0.57 -0.83 0.78 0.067
H -7.7614 -7.4097 4.1063 -0.85 -0.73 -0.18 0.130
H -8.3271 -6.1300 1.9406 0.14 0.03 -0.31 0.116
H -7.0787 -4.9626 2.4850 0.15 -0.14 -0.26 0.115
H -10.4098 -4.3483 2.9133 -1.00 -0.11 -0.38 0.074
H -9.0333 -3.3155 2.6844 0.65 0.08 -0.55 0.070
H -9.6764 -3.4638 4.2587 -0.27 -0.02 0.43 0.084
H -6.9310 -8.4426 2.0922 -0.99 -0.60 -0.38 0.069
H -5.5680 -8.1577 2.8761 0.14 0.10 -0.04 0.065
C 5.9486 -1.0955 -5.9886 -1.84 1.56 -0.42 -0.052
C 7.0121 -0.3074 -5.2197 0.06 -1.33 -0.57 -0.443
C 6.6509 -0.0198 -3.7802 -0.59 -0.76 0.82 -0.186
O 5.2704 0.4022 -3.7562 1.63 -0.22 0.07 -0.240
C 4.9191 1.0606 -2.5602 -1.53 -0.85 -0.36 -0.101
N 8.2552 -1.0914 -5.3296 0.31 0.69 0.54 0.037
H 6.2607 -1.3701 -7.0086 0.13 0.16 0.51 0.084
H 4.9776 -0.4872 -6.0785 1.42 -0.68 0.03 0.090
H 5.6165 -1.9718 -5.4582 0.20 -0.60 0.32 0.054
H 7.1666 0.6450 -5.6971 0.11 0.40 -0.37 0.106
H 7.3504 0.7629 -3.4339 -0.46 0.03 0.20 0.126
H 6.8142 -0.9295 -3.0807 -0.42 1.09 -1.06 0.148
H 3.8658 1.3574 -2.7858 0.67 -0.05 0.81 0.077
H 5.5196 1.9328 -2.3853 0.45 0.54 0.22 0.065
H 4.9605 0.3443 -1.7091 -0.09 0.50 -0.26 0.091
H 9.0015 -0.6174 -4.8155 -0.05 0.06 -0.29 0.073
H 8.0974 -1.9142 -4.7695 0.00 -0.62 -0.01 0.061
C 6.3022 3.2268 -6.9644 -0.17 1.00 -0.63 -0.051
C 5.8229 3.6091 -5.5706 -0.88 0.17 1.34 -0.399
C 5.6060 5.1309 -5.4140 -0.22 -0.87 -0.22 -0.250
O 6.7770 5.6955 -5.8628 1.26 1.25 0.36 -0.213
C 6.7400 7.1086 -6.0504 1.70 -1.66 -1.33 -0.070
N 4.4938 2.9789 -5.2666 1.36 0.43 -0.86 0.073
H 7.1757 3.8786 -7.2305 -0.70 -0.83 0.17 0.088
H 5.4516 3.5235 -7.6203 0.63 -0.36 0.05 0.092
H 6.5406 2.1580 -7.1490 -0.21 0.66 0.42 0.069
H 6.5888 3.3863 -4.7843 -0.37 -0.25 -0.52 0.127
H 5.2993 5.4288 -4.3968 0.61 -0.30 0.32 0.120
H 4.7728 5.4925 -5.9880 -0.70 -0.08 -0.94 0.115
H 6.0333 7.2873 -6.8294 -0.96 0.68 -0.32 0.079
H 7.7285 7.3560 -6.4963 -0.54 0.06 0.57 0.103
H 6.5815 7.6310 -5.1427 -0.36 0.68 0.88 0.074
H 4.6919 2.0013 -5.1396 -0.25 -0.52 0.23 0.030
H 4.1845 3.3392 -4.3809 -0.06 -0.05 0.37 0.014
C 6.3370 3.3261 1.1590 1.48 0.21 -1.55 -0.055
C 6.5498 4.7647 0.6444 -2.18 -0.63 0.61 -0.390
C 5.9517 4.9405 -0.7654 -1.27 0.19 -0.45 -0.201
O 6.6090 4.1844 -1.7913 -0.35 -0.15 0.14 -0.218
C 7.7893 4.7990 -2.2414 1.31 0.52 -0.86 -0.126
N 5.8309 5.6547 1.5887 0.27 0.46 -0.22 0.045
H 5.2933 3.1703 1.1814 -1.38 -0.37 -0.05 0.042
H 6.6821 3.1936 2.1856 0.42 -0.12 -0.24 0.081
H 6.7694 2.6300 0.4026 -0.09 0.04 0.90 0.086
H 7.5760 5.0436 0.6076 0.92 0.27 0.13 0.121
H 5.8664 6.0045 -1.0772 0.69 -0.25 0.35 0.121
H 4.8554 4.6670 -0.7793 1.11 -0.45 0.18 0.123
H 7.6315 5.8893 -2.2354 0.22 -0.15 -0.25 0.086
H 8.1623 4.4935 -3.2854 -1.28 0.15 1.36 0.107
H 8.6629 4.5983 -1.5997 -0.31 -0.04 0.17 0.081
H 4.9818 5.2263 1.9659 0.20 -0.06 -0.56 0.043
H 6.4180 5.7682 2.4016 0.16 0.25 0.14 0.069
```
Forces are in eV/Å.